The following is a DFT calculation (the ωB97M-V functional and the def2-TZVPD basis) of a structure of composition C37H44N2O3PtSbSe.

Its charge is +1. As for the max |F|: 0.9 eV Å⁻¹. For the HOMO-LUMO gap, the calculation gives 7.0 eV. Its molar mass is 960.57 g/mol. The calculation puts the HOMO energy at -0.401 Eh. As for the energy above the lowest of the compared OMol25 structures with the same formula, charge and spin: 35.45 kcal per mole.

CARTESIAN COORDINATES (ANGSTROEM)
Pt -1.113 0.905 -0.319
Sb 1.237 1.681 0.142
Se -2.074 -0.783 -1.731
O -3.124 2.437 -0.661
O -1.428 1.862 1.368
O -3.082 1.804 2.836
N -0.132 -2.397 -0.366
N -1.866 -2.009 0.911
C -1.010 -3.166 2.996
C 1.201 3.940 2.183
C 3.398 1.703 -2.038
C -3.563 -4.386 -0.310
C 0.297 -3.264 -2.680
C -4.983 1.791 0.676
C -3.174 -1.568 1.391
C 3.705 1.453 1.912
C -4.595 -3.409 0.260
C -1.322 -1.768 -0.294
C 2.842 0.722 1.102
C 0.137 -2.993 0.864
C 4.808 0.825 2.478
C 4.183 -1.247 1.428
C -3.891 4.043 0.998
C 1.681 4.676 -0.069
C 0.761 -2.389 -1.523
C 1.675 6.256 1.746
C 5.044 -0.520 2.242
C 1.170 2.024 -2.896
C 1.197 -4.118 2.648
C 3.906 1.814 -3.325
C 0.091 -3.854 3.468
C 1.682 2.142 -4.182
C 1.854 -2.008 -4.271
C 1.377 3.658 0.828
C 3.049 2.033 -4.395
C -4.179 -2.703 1.554
C 1.358 5.240 2.640
C 1.385 -3.368 -3.751
C 1.828 5.977 0.396
C -0.962 -2.743 1.673
C 3.081 -0.627 0.862
C 1.241 -3.693 1.334
C -2.715 2.019 1.711
C -3.683 2.572 0.658
C 2.026 1.811 -1.818
H -3.184 -5.051 0.470
H 2.467 -2.128 -5.164
H -4.856 0.835 0.164
H -4.854 -2.660 -0.495
H 0.103 -4.191 4.496
H -3.018 -1.048 2.339
H 3.535 2.506 2.095
H 0.934 3.155 2.881
H -5.291 1.615 1.704
H -3.549 -0.840 0.674
H 0.985 -3.948 -4.584
H 2.037 -4.663 3.055
H 2.100 -3.901 0.709
H 1.728 -2.758 -1.179
H -5.507 -3.968 0.472
H -2.936 4.573 1.057
H -2.710 -3.883 -0.767
H 5.482 1.393 3.105
H 1.801 7.269 2.105
H -5.764 2.347 0.156
H -4.513 4.515 0.236
H -4.391 4.131 1.961
H 2.237 -3.928 -3.355
H 1.234 5.460 3.692
H 5.900 -1.005 2.692
H 4.075 1.528 -1.210
H -4.016 -5.007 -1.083
H 2.454 -1.465 -3.537
H 4.374 -2.295 1.236
H 0.049 -4.257 -2.297
H -5.059 -2.253 2.017
H -0.606 -2.847 -3.126
H 1.012 2.320 -5.013
H 0.881 -1.351 -1.841
H 3.449 2.114 -5.398
H 4.971 1.728 -3.493
H -2.618 3.235 -0.858
H 1.811 4.463 -1.123
H 0.100 2.090 -2.739
H 1.002 -1.375 -4.536
H 2.069 6.771 -0.298
H -1.865 -2.964 3.626
H -3.792 -3.444 2.259
H 2.417 -1.191 0.221

Atomic partial charges in e from the Mulliken method, atoms 1 to 5: Pt 3.19; Sb 0.46; Se -0.43; O -0.68; O -0.98


The following is a DFT calculation (the ωB97M-V functional and the def2-TZVPD basis) of a structure of composition C37H45As2N6O8SW.

Its charge is +3. As for the max |F|: 0.6 eV Å⁻¹. For the HOMO-LUMO gap (spin up / spin down), the calculation gives 6.4 / 6.8 eV. Its molar mass is 1067.55 g/mol. Its spin multiplicity is 3. The calculation puts the HOMO energy (spin up / spin down) at -0.565 / -0.572 Eh. As for the energy above the lowest of the compared OMol25 structures with the same formula, charge and spin: 0.00 kcal per mole. The expectation value of S² is 2.023.

CARTESIAN COORDINATES (ANGSTROEM)
W -0.972 0.161 0.131
As -0.961 -2.577 0.315
As 1.241 -5.450 -0.182
S -1.614 0.240 2.427
O -2.118 -2.832 2.946
O 2.384 -4.641 -3.067
O -0.473 -0.644 -1.717
O 1.631 -6.409 2.714
O 0.674 -1.819 -3.207
O 3.145 -2.766 -2.037
O -0.347 -3.672 4.058
O -0.587 -6.276 3.083
N -0.485 4.345 -0.675
N 1.128 2.781 -0.256
N -3.333 -0.235 -0.033
N -1.129 2.130 -0.307
N -3.946 -0.412 1.223
N -3.949 -0.288 3.500
C -1.034 -3.377 2.983
C -2.431 2.119 -2.941
C 2.227 7.517 -1.034
C 0.424 -5.893 2.565
C 3.110 -0.459 1.471
C 3.802 0.668 1.036
C -3.291 -0.190 2.367
C 1.749 -0.538 1.273
C -3.140 2.526 -1.678
C 3.908 2.955 0.017
C 1.731 -7.543 3.625
C -0.232 5.619 -3.229
C 1.479 7.113 -2.130
C 0.297 -2.803 -1.107
C -5.149 3.355 -0.589
C -0.328 -3.720 1.709
C -3.144 3.078 0.700
C 1.022 0.491 0.641
C 3.144 1.730 0.437
C 2.298 -3.772 -2.249
C 0.629 -0.724 -4.176
C 1.220 -3.773 -1.202
C -4.488 2.900 -1.720
C -1.040 -3.571 5.331
C 1.179 5.834 0.311
C 0.456 5.427 -0.805
C -2.496 2.603 -0.436
C 3.131 -5.384 0.334
C 0.399 -4.818 1.488
C 0.177 -1.685 -2.037
C -2.555 -3.497 -0.323
C -4.474 3.461 0.623
C 4.347 -2.740 -2.861
C -0.160 3.081 -0.403
C 0.579 6.054 -2.045
C 1.751 1.629 0.276
C 2.081 6.880 0.189
H 0.104 6.126 -4.130
H -1.031 -2.535 5.660
H 3.698 3.248 -1.015
H -5.018 2.848 -2.663
H -2.313 -4.545 -0.491
H -1.984 2.992 -3.423
H 4.225 -1.967 -3.616
H -3.756 0.574 -0.493
H -2.057 -3.938 5.225
H 1.492 -0.882 -4.811
H 3.718 -5.329 -0.582
H 1.653 -7.183 4.648
H -2.893 -3.071 -1.270
H 4.497 -3.706 -3.331
H -6.188 3.649 -0.659
H 1.740 3.580 -0.373
H 1.595 7.627 -3.076
H -4.922 -0.553 3.549
H -4.934 -0.621 1.223
H -0.472 -4.190 6.016
H 1.014 5.362 1.273
H 3.351 -4.540 0.982
H -3.450 -0.210 4.374
H 3.363 -6.315 0.841
H 2.918 8.343 -1.133
H -1.439 4.517 -0.956
H -2.599 3.156 1.633
H -0.147 4.543 -3.402
H 1.235 -1.421 1.636
H 2.709 -7.972 3.442
H 4.873 0.733 1.182
H 2.645 7.212 1.050
H -0.292 -0.828 -4.743
H -1.292 5.859 -3.103
H -3.327 -3.434 0.442
H 0.939 -8.253 3.411
H 0.680 0.227 -3.656
H -3.534 -1.064 -0.585
H 3.638 -1.261 1.968
H 5.167 -2.491 -2.195
H -4.977 3.848 1.499
H -1.630 1.405 -2.766
H 3.691 3.809 0.664
H 4.978 2.771 0.082
H -3.131 1.686 -3.654

Atomic partial charges in e from the Mulliken method, atoms 1 to 5: W 1.51; As 1.87; As -0.04; S -0.59; O -0.55